## a
DFT (the ωB97M-V functional and the def2-TZVPD basis) results for C6H11NO in the gas phase.

Structure (XYZ):
```
19
Properties=species:S:1:pos:R:3:nbo_charge:R:1
C -2.319 0.368 1.916 -0.4555
C -1.851 -0.130 0.778 0.1035
O -0.341 -0.490 0.637 -0.5420
C 0.140 -0.129 -0.600 0.4173
C 0.136 1.366 -0.897 -0.6549
N -0.378 -0.896 -1.674 -0.8706
C 1.781 -0.619 -0.309 -0.2044
C 2.455 -0.656 0.840 -0.4148
H -1.650 0.620 2.734 0.2137
H -3.385 0.482 2.094 0.2156
H -2.468 -0.360 -0.082 0.1998
H 0.839 1.613 -1.698 0.2178
H -0.859 1.710 -1.197 0.2180
H 0.411 1.929 -0.001 0.2294
H 0.101 -0.738 -2.552 0.3752
H -0.416 -1.878 -1.424 0.3780
H 2.317 -0.838 -1.231 0.1718
H 3.509 -0.926 0.877 0.1994
H 1.978 -0.427 1.789 0.2026
```

Values from the calculation:
LUMO level = 1.07 eV
Charge = 0
SMILES = C=CO[C@](C)(N)C=C
Frontier orbital gap = 10.10 eV

## b
DFT (the ωB97M-V functional and the def2-TZVPD basis) results for a molecular structure, C6H11NO.

Structure (XYZ):
```
19
Properties=species:S:1:pos:R:3:nbo_charge:R:1
C -1.319 -2.103 0.384 -0.3729
C -0.094 -1.072 -1.242 -0.2278
C 0.633 0.148 -1.312 -0.2132
C 0.383 0.893 -0.160 -0.0226
C 0.773 2.033 0.602 -0.1116
C -0.689 0.103 0.591 -0.2101
H -1.851 -2.034 1.437 0.2146
H -0.358 -2.768 0.651 0.1371
H -1.780 -2.598 -0.406 0.2010
H -0.560 -1.162 -2.378 0.1915
H 0.568 -2.054 -1.050 0.1723
H 1.770 0.278 -1.743 0.2384
H -0.176 2.628 0.962 0.1962
H 1.266 1.751 1.570 0.2044
H 2.763 2.976 0.189 0.4504
H -1.614 0.679 0.612 0.1868
H -0.320 0.253 1.822 0.1575
N -0.982 -0.933 -0.221 -0.4808
O 1.587 2.980 -0.307 -0.7113
```

Values from the calculation:
LUMO level = 0.35 eV
Charge = 0
Frontier orbital gap = 8.44 eV

## c
DFT (the ωB97M-V functional and the def2-TZVPD basis) results for a molecular structure, C6H11NO.

Structure (XYZ):
```
19
Properties=species:S:1:pos:R:3:nbo_charge:R:1
C -1.438 -0.111 1.044 0.0524
C -0.826 -1.823 -0.709 -0.4296
C 1.860 -0.211 -0.457 -0.6897
N -0.716 -1.059 0.501 -0.4289
C 0.916 -0.063 0.731 0.5792
C 0.106 1.452 0.579 -0.3057
C -0.423 2.022 -0.516 -0.3961
O 1.336 -0.269 1.862 -0.6657
H -1.259 0.142 2.089 0.2208
H -2.438 0.121 0.682 0.1734
H 0.522 2.140 1.313 0.2077
H -0.952 -1.171 -1.584 0.1960
H 0.064 -2.446 -0.798 0.2159
H -1.679 -2.503 -0.660 0.2083
H 2.377 -1.169 -0.382 0.2266
H 1.370 -0.118 -1.423 0.2087
H 2.617 0.567 -0.365 0.2457
H -0.891 1.407 -1.275 0.1767
H -0.546 3.093 -0.630 0.2043
```

Values from the calculation:
LUMO level = 0.01 eV
Charge = 0
Frontier orbital gap = 8.44 eV

Least stable structure: b

## a
DFT (the ωB97M-V functional and the def2-TZVPD basis) results for C6H11NO in the gas phase.

Structure (XYZ):
```
19
Properties=species:S:1:pos:R:3:nbo_charge:R:1
C -1.180 0.012 1.665 -0.4298
C -0.454 -0.754 0.880 0.0301
C -1.085 -1.953 0.318 -0.6175
C 0.787 -0.402 0.278 -0.4640
C 0.706 1.034 -0.345 -0.1300
N -0.499 1.579 -0.985 -0.8760
C 1.976 1.066 -1.303 0.4347
O 1.893 1.354 -2.519 -0.5226
H -2.159 -0.207 1.885 0.1958
H -0.748 0.851 2.055 0.1869
H -1.757 -1.369 -0.516 0.2163
H -1.686 -2.509 0.925 0.2156
H -0.353 -2.623 -0.079 0.2097
H 1.585 -0.520 0.976 0.2377
H 1.156 -1.129 -0.518 0.2065
H 0.751 1.661 0.604 0.1999
H -0.454 1.780 -2.009 0.3998
H -1.374 1.082 -0.664 0.3792
H 2.895 1.046 -0.647 0.1280
```

Values from the calculation:
LUMO level = 0.65 eV
Charge = 0
SMILES = C=C(C)C[C@H](N)C=O
Frontier orbital gap = 9.70 eV

## b
DFT (the ωB97M-V functional and the def2-TZVPD basis) results for 2 unconnected molecules or ions with the total composition C6H11NO.

Structure (XYZ):
```
19
Properties=species:S:1:pos:R:3:nbo_charge:R:1
C -1.097 -1.367 -0.587 -0.6285
C -0.369 -0.069 -0.508 -0.1037
C -0.986 1.214 -0.251 -0.3096
C 0.026 2.119 -0.181 -0.0592
N 1.235 1.480 -0.346 -0.5219
C 0.976 0.125 -0.476 0.1429
C 2.118 -0.872 -0.551 -0.6528
H -1.432 -1.583 -1.612 0.2202
H -0.462 -2.251 -0.442 0.2117
H -1.882 -1.389 0.166 0.2011
H -2.055 1.262 -0.131 0.2125
H -0.072 3.193 -0.123 0.2081
H 2.086 1.841 -0.710 0.4062
H 1.674 -1.691 0.004 0.2353
H 3.073 -0.405 -0.328 0.2228
H 2.286 -1.224 -1.585 0.2130
O -1.392 -0.028 2.839 -0.9158
H -1.786 -0.869 2.543 0.4559
H -1.942 0.518 2.281 0.4620
```

Values from the calculation:
LUMO level = 0.90 eV
Charge = 0
SMILES = Cc1cc[nH]c1C.O
Frontier orbital gap = 8.81 eV

## c
DFT (the ωB97M-V functional and the def2-TZVPD basis) results for 2 unconnected molecules or ions with the total composition C6H11NO.

Structure (XYZ):
```
19
Properties=species:S:1:pos:R:3:nbo_charge:R:1
C -0.379 -2.025 0.322 -0.6314
C 0.687 -2.605 1.174 -0.2717
C 1.318 -1.889 2.097 0.1171
O 2.330 -2.450 2.832 -0.6939
H -1.329 -2.567 0.328 0.2125
H -0.592 -0.996 0.599 0.2136
H -0.111 -2.087 -0.739 0.2101
H 0.994 -3.642 1.088 0.2078
H 1.175 -0.820 2.217 0.1592
H 2.505 -1.955 3.623 0.4766
C 0.539 1.762 -1.297 -0.4524
C -0.584 2.127 -0.687 -0.0369
N -1.863 2.191 -1.253 -0.4027
C -1.998 2.962 -2.245 -0.0389
H 0.541 1.381 -2.309 0.1991
H 1.465 1.703 -0.760 0.2070
H -0.570 2.319 0.381 0.1967
H -2.961 3.042 -2.733 0.1741
H -1.165 3.548 -2.635 0.1539
```

Values from the calculation:
LUMO level = 0.88 eV
Charge = 0
SMILES = C/C=C/O.C=CN=C
Frontier orbital gap = 9.40 eV

Least stable structure: a

## a
DFT (the ωB97M-V functional and the def2-TZVPD basis) results for C6H11NO in the gas phase.

Structure (XYZ):
```
19
Properties=species:S:1:pos:R:3:nbo_charge:R:1
O 2.128 -2.104 0.017 -0.7246
C 1.756 -0.744 -0.208 -0.0408
C 0.418 -0.181 0.543 -0.2869
C 0.310 1.057 -0.012 -0.4271
C -1.191 1.264 -0.098 -0.1050
N -2.364 1.303 -1.175 -0.5424
C -1.598 0.029 -0.671 -0.1033
C -0.925 -1.059 0.424 -0.3606
H 3.033 -2.113 0.641 0.4754
H 1.685 -0.489 -1.288 0.1762
H 2.622 -0.014 0.159 0.1641
H 0.467 -0.011 1.568 0.2230
H 0.965 1.223 -0.938 0.2132
H 0.792 1.870 0.585 0.2146
H -1.518 1.548 0.903 0.1731
H -3.164 1.820 -0.454 0.3582
H -0.888 -0.196 -1.461 0.1734
H -0.924 -2.034 0.117 0.2120
H -1.605 -1.167 1.348 0.2074
```

Values from the calculation:
LUMO level = 0.56 eV
Charge = 0
SMILES = OCC1C[C@H]2N[C@@H]2C1
Frontier orbital gap = 9.47 eV

## b
DFT (the ωB97M-V functional and the def2-TZVPD basis) results for 2 unconnected molecules or ions with the total composition C6H11NO.

Structure (XYZ):
```
19
Properties=species:S:1:pos:R:3:nbo_charge:R:1
C -1.318 0.850 1.715 -0.4221
N -1.287 0.816 0.309 -0.6236
C -0.174 1.185 -0.415 0.6828
C -0.317 0.928 -1.902 -0.7154
O 0.716 1.849 0.069 -0.6252
H -1.015 -0.320 2.029 0.2006
H -0.452 1.383 2.102 0.2362
H -2.242 1.266 2.115 0.2029
H -1.980 0.246 -0.149 0.3864
H 0.641 1.077 -2.389 0.2352
H -0.670 -0.080 -2.098 0.2131
H -1.031 1.635 -2.321 0.2380
C 0.386 -1.506 1.597 -0.3139
C 0.892 -1.395 0.492 0.0304
C 1.690 -1.538 -0.713 -0.6991
H 0.435 -1.690 2.641 0.2490
H 2.541 -2.199 -0.537 0.2437
H 1.093 -1.939 -1.532 0.2346
H 2.091 -0.567 -1.014 0.2464
```

Values from the calculation:
LUMO level = 0.87 eV
Charge = 0
SMILES = CNC(C)=O.C#CC
Frontier orbital gap = 9.97 eV

## c
DFT (the ωB97M-V functional and the def2-TZVPD basis) results for C6H11NO in the gas phase.

Structure (XYZ):
```
19
Properties=species:S:1:pos:R:3:nbo_charge:R:1
C -3.155 -0.223 0.007 -0.4899
C -2.033 0.463 0.252 0.0075
N -0.732 0.026 0.018 -0.4588
C -0.469 -1.389 -0.233 -0.4146
C 0.290 0.989 -0.010 0.6998
O 0.128 2.156 0.347 -0.6045
C 1.646 0.572 -0.560 -0.4990
C 2.640 0.312 0.554 -0.5979
H -4.119 0.235 0.208 0.2133
H -3.168 -1.209 -0.440 0.1911
H -2.122 1.482 0.631 0.2356
H -0.460 -1.565 -1.312 0.1994
H -1.216 -2.027 0.248 0.2229
H 0.498 -1.673 0.190 0.2107
H 2.002 1.401 -1.185 0.2389
H 1.574 -0.287 -1.232 0.2072
H 3.648 0.202 0.142 0.2146
H 2.654 1.137 1.274 0.2252
H 2.394 -0.602 1.101 0.1985
```

Values from the calculation:
LUMO level = 0.82 eV
Charge = 0
SMILES = C=CN(C)C(=O)CC
Frontier orbital gap = 9.47 eV

## d
DFT (the ωB97M-V functional and the def2-TZVPD basis) results for a molecular structure, C6H11NO.

Structure (XYZ):
```
19
Properties=species:S:1:pos:R:3:nbo_charge:R:1
C -2.049 1.001 -0.401 -0.3871
C -1.460 -0.322 0.179 -0.4703
C -0.231 -0.243 0.990 0.0111
C 0.952 -0.290 0.267 -0.3170
C 2.161 -0.731 0.721 0.0724
C 3.420 -0.505 -0.077 -0.1220
O 3.413 0.572 -0.810 -0.7335
N -3.373 0.630 -1.254 -0.8226
H -2.379 1.456 0.539 0.2267
H -1.189 1.689 -0.614 0.2201
H -2.298 -0.649 0.791 0.2350
H -1.355 -0.984 -0.685 0.2292
H -0.217 -0.381 2.061 0.2125
H 0.888 0.046 -0.766 0.2456
H 2.185 -1.414 1.569 0.1900
H 4.228 -0.562 0.691 0.2125
H 3.525 -1.512 -0.547 0.2024
H -3.920 1.457 -1.024 0.3630
H -2.301 0.741 -1.632 0.4320
```

Values from the calculation:
LUMO level = -2.04 eV
Charge = 0
Frontier orbital gap = 5.82 eV

Least stable structure: d